# 1
Here is the molecule C7H6Br2N2 from the OMol25 dataset. Energies are from wB97M-V/def2-TZVPD.

- Structure (SMILES): BrC1=C(Br)Cc2[nH]cnc2C1
- Energy relative to the best compared isomer or geometry (same formula, charge and spin): 0.0 kJ/mol

Last column: Mulliken charge in e.
Positions of all 17 atoms, in Å:
Br: -4.092830 1.622779 -0.120215  -0.135
C: -2.481554 0.714474 0.304505  0.062
C: -2.355940 -0.599514 0.234358  0.068
Br: -3.882221 -1.726520 -0.063483  -0.151
C: -1.053520 -1.385794 0.538465  -0.484
C: 0.128376 -0.498056 0.286113  -0.572
N: 1.405027 -0.594651 -0.267202  -0.063
C: 1.880903 0.682083 -0.427459  -0.296
N: 1.040367 1.607279 -0.118827  -0.657
C: -0.060460 0.877926 0.281551  0.674
C: -1.262662 1.615265 0.652778  -0.238
H: -1.107132 -2.215369 -0.160785  0.431
H: -1.138561 -1.703780 1.665697  0.240
H: 1.967119 -1.422647 -0.424455  0.192
H: 2.953727 0.829404 -0.635547  0.368
H: -1.413541 1.859343 1.700661  0.235
H: -1.402681 2.687377 0.043203  0.326

Atomic forces in eV per Å
0.3 -0.1 0.3
0.6 0.8 -0.3
-0.1 -0.6 0.5
0.6 0.2 0.0
-0.7 0.1 1.2
-0.4 2.7 -0.8
0.0 -0.5 0.4
2.1 -1.0 -0.2
-0.6 -0.7 0.2
0.7 0.3 0.6
-3.1 1.8 -1.9
0.3 -0.5 0.4
0.3 0.1 -2.2
-0.3 0.2 0.1
-0.8 0.0 -0.2
0.5 0.1 0.3
0.7 -3.0 1.5

=====

# 2
Here is a cluster of 9 separate species, C35H80F10N9O12P2S4 in total from the OMol25 dataset. Energies are from wB97M-V/def2-TZVPD.

- Charge: -1

Last column: Mulliken charge in e.
Positions of all 152 atoms, in Å:
C: 1.874950 2.574841 -2.086400  -1.275
C: 1.516860 1.314920 -1.295080  0.235
N: 0.851357 1.701194 -0.060222  0.160
P: 0.825099 0.644815 1.363622  -0.140
S: 0.813390 -1.364937 0.182139  -0.025
C: 2.700041 0.636995 1.560070  -1.960
C: 3.633316 -0.490445 1.124253  -1.092
C: 3.723795 -1.672629 2.096721  0.063
C: 3.431777 -3.052174 1.515323  -0.959
C: 4.495128 -3.684749 0.663185  0.886
F: 4.747847 -2.980000 -0.467836  -0.274
F: 4.023557 -4.906437 0.236058  -0.384
C: 5.842457 -4.049285 1.409547  0.492
F: 5.630393 -3.991731 2.778018  -0.269
F: 6.200316 -5.344934 1.098436  -0.306
S: 7.363722 -2.956320 0.969473  1.417
F: 7.155957 -3.351260 -0.545122  -0.295
F: 8.373387 -4.170708 1.158528  -0.335
F: 7.640901 -2.541810 2.474438  -0.316
F: 6.435275 -1.699042 0.793097  -0.271
F: 8.588663 -2.062926 0.525314  -0.328
C: 0.683990 2.140277 2.597272  -1.158
S: 0.183278 3.744315 1.920200  -0.312
C: -1.082348 4.273758 3.085075  -0.218
C: -0.735098 4.139352 4.572363  -0.761
P: -1.521003 0.503322 1.179995  1.064
O: -2.107313 -1.045478 1.348019  -0.407
O: -2.237996 1.481565 2.285213  -0.335
S: 0.606403 -0.622413 3.426349  0.884
O: -0.755594 -0.520511 3.906478  -0.433
O: 1.611306 -0.275078 4.411902  -0.629
F: 0.788322 -2.235380 3.250691  -0.335
H: 2.475347 2.319434 -2.954349  0.342
H: 0.981904 3.112421 -2.376627  0.087
H: 2.481886 3.209160 -1.449918  0.417
H: 2.439848 0.777158 -1.134512  -0.170
H: 0.857823 0.736512 -1.936054  0.143
H: -0.107661 1.897236 -0.322304  0.127
H: -0.080341 -1.110954 -0.768666  -0.198
H: 2.962018 0.852184 2.587737  0.570
H: 2.982263 1.526647 1.008776  0.617
H: 4.621222 -0.030695 1.160562  0.566
H: 3.548025 -0.803750 0.095313  0.424
H: 3.055262 -1.532875 2.933102  0.082
H: 4.712594 -1.706930 2.538375  0.459
H: 2.540087 -3.068827 0.903586  0.038
H: 3.258948 -3.740259 2.334815  0.524
H: 0.027248 1.890003 3.417720  0.495
H: 1.647675 2.307923 3.054237  0.512
H: -2.022578 3.793608 2.857900  0.146
H: -1.211014 5.324825 2.853570  0.511
H: -1.525723 3.652559 5.126330  0.212
H: -0.558646 5.116798 5.005279  0.335
H: 0.182504 3.584468 4.706715  0.066
H: -3.057819 -1.013345 1.254203  0.237
H: -2.524702 1.080151 3.113657  0.081
C: 0.596749 0.637210 -4.874637  0.396
O: -0.583354 0.682768 -4.591130  -0.702
N: 1.071585 0.632385 -6.135863  0.202
C: 2.491633 0.571669 -6.415265  -1.077
C: 0.123968 0.690608 -7.231642  -0.974
H: 1.390921 0.592663 -4.114584  0.078
H: 2.806354 1.452319 -6.972636  0.445
H: 2.722575 -0.327190 -6.996377  0.334
H: 3.046156 0.543554 -5.482173  0.308
H: -0.475793 1.599603 -7.169362  0.291
H: -0.557104 -0.160683 -7.193957  0.282
H: 0.666132 0.678946 -8.174114  0.356
C: 3.432482 1.693908 5.958928  0.450
O: 2.944953 2.649675 5.393411  -0.683
N: 4.333334 1.806554 6.964178  0.123
C: 4.896297 0.646105 7.614856  -0.898
C: 4.734492 3.133632 7.389604  -0.949
H: 3.181802 0.656026 5.698292  0.148
H: 4.660279 0.646702 8.682648  0.324
H: 5.983596 0.625242 7.499860  0.326
H: 4.481636 -0.254381 7.167723  0.291
H: 3.869265 3.701829 7.733450  0.280
H: 5.182462 3.681223 6.559411  0.270
H: 5.456520 3.048659 8.198649  0.380
C: -3.786287 2.914636 -2.381737  0.443
O: -2.953713 2.575659 -1.574734  -0.590
N: -3.656750 3.938589 -3.251804  0.197
C: -4.720497 4.273603 -4.176206  -0.618
C: -2.421665 4.700453 -3.239228  -0.827
H: -4.763873 2.405489 -2.472657  -0.142
H: -4.381904 4.192163 -5.212585  0.326
H: -5.077793 5.291350 -4.002952  0.342
H: -5.551958 3.589296 -4.022840  -0.011
H: -1.573489 4.048676 -3.453158  0.157
H: -2.259129 5.148476 -2.258277  0.292
H: -2.477762 5.482951 -3.992166  0.387
C: -4.730031 -0.040639 4.115294  0.097
O: -4.467267 1.075081 4.520817  -0.641
N: -4.532226 -1.170440 4.802811  0.224
C: -4.837625 -2.477693 4.251372  -0.998
C: -3.959564 -1.073280 6.133463  -0.917
H: -5.135710 -0.217953 3.102739  0.331
H: -5.557718 -2.997150 4.887798  0.349
H: -3.935603 -3.077671 4.177930  0.346
H: -5.261434 -2.376782 3.255420  0.316
H: -4.602752 -0.476754 6.781897  0.323
H: -2.982032 -0.592097 6.088092  0.212
H: -3.852326 -2.072588 6.547659  0.372
C: -3.339846 -6.386066 3.913075  0.116
O: -4.076323 -5.506709 3.511864  -0.522
N: -2.304642 -6.196134 4.746654  0.183
C: -1.458265 -7.287088 5.181527  -0.943
C: -2.019935 -4.847668 5.217878  -0.916
H: -3.455212 -7.439074 3.602279  0.210
H: -1.488165 -7.385565 6.268810  0.322
H: -0.425100 -7.114697 4.874734  0.329
H: -1.803327 -8.217926 4.737179  0.301
H: -2.877102 -4.451985 5.763772  0.271
H: -1.812665 -4.183466 4.378372  0.296
H: -1.154610 -4.873141 5.873486  0.390
C: -8.363637 1.988673 -4.257741  0.095
O: -8.336494 3.144990 -3.869924  -0.604
N: -7.916481 0.943471 -3.551865  0.196
C: -7.913947 -0.415144 -4.069674  -0.930
C: -7.386638 1.188505 -2.219742  -0.680
H: -8.714897 1.710258 -5.265398  0.281
H: -8.501306 -1.066134 -3.418340  0.300
H: -6.895957 -0.795510 -4.129430  0.434
H: -8.344798 -0.437377 -5.068134  0.289
H: -8.150663 1.633653 -1.582248  0.338
H: -6.545938 1.879044 -2.262034  -0.116
H: -7.057902 0.246673 -1.789532  0.398
C: -4.640420 -3.212917 -4.384804  0.115
O: -5.570430 -2.548327 -4.813061  -0.597
N: -3.682889 -2.756414 -3.573985  0.203
C: -2.598478 -3.604748 -3.115706  -0.839
C: -3.719006 -1.362055 -3.148568  -0.886
H: -4.500834 -4.271125 -4.662601  0.225
H: -2.594800 -3.670384 -2.027729  0.314
H: -1.640623 -3.203452 -3.442178  0.297
H: -2.719252 -4.604722 -3.527407  0.290
H: -4.642677 -1.159140 -2.603333  0.119
H: -3.680039 -0.699551 -4.012741  0.270
H: -2.865755 -1.157034 -2.507859  0.436
C: 5.661379 2.878653 -5.660875  0.115
O: 4.470375 2.878309 -5.434203  -0.587
N: 6.217735 2.918528 -6.887953  0.131
C: 7.653343 2.922957 -7.076789  -0.933
C: 5.350620 2.963911 -8.052636  -0.833
H: 6.411861 2.855051 -4.852392  0.289
H: 7.969801 3.828623 -7.598757  0.335
H: 7.967170 2.055553 -7.661410  0.338
H: 8.148760 2.887847 -6.109677  0.294
H: 4.708965 3.844812 -8.016105  0.302
H: 4.711521 2.082713 -8.086946  0.209
H: 5.961383 2.998369 -8.950638  0.377

Atomic forces in eV per Å
0.3 -0.3 0.5
0.0 0.9 -0.5
0.1 -0.8 0.2
-0.2 2.0 -0.9
0.3 -0.9 -0.2
0.2 -0.7 -0.3
0.7 0.3 0.4
-0.1 -0.3 -0.3
0.2 -0.1 0.3
-0.3 -0.4 -0.2
-0.3 -0.1 0.1
0.0 0.3 0.0
0.4 -1.0 1.0
0.5 -0.2 -1.8
-0.3 1.6 0.5
0.0 -0.3 0.2
0.2 -0.2 -0.2
-0.1 -0.1 0.0
-0.2 0.0 0.1
0.0 0.3 0.1
0.2 0.1 0.0
0.2 -0.1 -0.1
-0.1 -0.1 -0.3
0.0 0.2 0.4
0.2 0.2 -0.3
-0.2 0.7 -1.6
0.5 0.2 1.0
-0.2 -0.8 -0.1
-0.2 0.1 0.7
-0.4 -0.1 0.1
0.4 -0.3 0.4
0.1 -0.5 0.1
0.0 0.0 -0.4
-0.2 0.2 -0.2
0.1 0.3 0.1
0.1 -0.4 0.3
0.0 -0.6 0.0
-0.2 0.3 0.2
-0.3 0.3 -0.1
-0.3 0.0 0.4
-0.1 0.3 -0.2
0.2 0.2 -0.1
-0.5 -0.1 -0.2
-0.2 0.1 0.1
0.2 0.1 0.2
-0.2 0.2 -0.2
-0.1 -0.2 0.1
-0.4 -0.1 0.1
0.3 -0.1 0.1
-0.1 -0.3 -0.1
-0.1 0.3 -0.2
-0.2 -0.2 0.2
0.0 0.2 0.2
0.2 -0.3 0.2
-0.4 0.0 -0.2
0.2 -0.1 0.4
0.1 0.0 0.2
-0.2 0.0 0.0
0.1 0.0 -0.1
-0.3 -0.1 -0.2
0.0 0.0 0.1
0.0 0.0 0.0
0.1 0.0 0.0
0.1 0.0 0.0
0.0 0.1 0.0
0.0 0.0 0.0
0.0 0.0 0.0
0.0 0.0 0.0
-0.1 -0.1 -0.1
0.0 0.2 0.0
0.2 0.0 0.2
0.0 0.2 0.0
-0.1 -0.1 -0.1
-0.1 0.0 0.0
0.0 -0.1 0.0
0.0 -0.1 0.0
0.0 0.0 0.0
0.0 0.0 0.0
0.0 0.0 0.0
0.0 0.0 0.0
-0.2 -0.1 0.0
0.2 0.0 0.1
-0.1 0.1 -0.2
0.2 0.1 0.1
0.0 -0.1 0.0
0.2 0.0 -0.1
0.0 0.0 0.0
0.0 0.0 0.0
-0.1 0.0 0.0
0.0 0.0 0.0
0.0 0.0 0.0
0.0 0.0 0.0
0.1 0.0 -0.3
0.0 0.2 0.1
-0.2 -0.2 0.1
0.2 0.1 0.2
0.1 0.1 -0.1
-0.1 0.0 0.0
0.0 -0.1 -0.1
0.0 -0.1 -0.1
0.0 0.1 0.0
0.0 0.0 0.0
0.0 0.0 0.0
0.0 0.0 0.0
0.0 -0.1 -0.2
-0.1 0.0 0.0
0.2 0.0 0.2
0.0 0.2 0.0
-0.1 0.0 -0.1
0.0 0.0 0.0
0.0 0.0 0.0
0.0 0.0 0.0
0.0 0.0 0.0
0.0 0.0 0.0
0.0 0.0 0.0
0.0 0.0 0.0
0.3 0.2 -0.2
-0.1 0.0 0.0
0.0 -0.2 0.1
0.1 0.1 0.2
-0.1 0.0 -0.1
-0.1 0.0 0.0
0.0 0.0 0.0
0.0 -0.1 0.0
0.0 0.1 0.0
0.0 0.0 0.0
-0.1 0.0 0.0
0.0 0.0 0.0
0.0 0.0 -0.2
-0.1 0.0 0.0
0.2 0.1 0.2
-0.1 0.1 0.0
0.0 0.0 0.0
0.0 0.0 0.0
0.0 0.0 0.0
0.1 0.0 0.0
0.0 0.0 0.0
0.0 0.0 0.0
0.0 0.0 0.0
0.0 0.0 0.0
0.1 0.1 0.3
-0.1 0.0 -0.2
0.1 0.0 -0.2
-0.2 0.0 -0.1
0.0 0.0 0.2
0.0 0.0 0.0
0.0 0.0 0.0
0.0 0.0 0.0
0.0 0.0 0.0
0.0 0.0 0.0
0.0 0.0 0.0
0.0 0.0 0.0

=====

# 3
Here is the molecule N2O from the OMol25 dataset. Energies are from wB97M-V/def2-TZVPD.

- Structure (SMILES): N#[N+][O-]
- Energy relative to the best compared isomer or geometry (same formula, charge and spin): 0.0 kJ/mol

Last column: Mulliken charge in e.
Positions of all 3 atoms, in Å:
N: 0.158782 -0.316681 -1.079705  -0.239
N: 0.015975 -0.007374 -0.014293  0.727
O: -0.174757 0.324055 1.093998  -0.487

Atomic forces in eV per Å
0.1 0.1 0.4
-0.1 -0.3 -1.2
0.0 0.2 0.8

=====

| no. | HOMO (Ha) |
| --- | --- |
| 1 | -0.3209 |
| 2 | -0.1293 |
| 3 | -0.4446 |